# 1
Computed, not measured: the molecule C5H4O2, with the ωB97M-V functional and the def2-TZVPD basis.

Structure (XYZ):
```
11
Properties=species:S:1:pos:R:3:forces:R:3:mulliken_charge:R:1
C 0.80846 -0.45619 -0.48025 -0.07 0.06 -0.01 0.56
H -1.87117 -1.69944 0.55488 0.13 0.15 0.00 0.42
C -1.12566 -0.98383 0.23397 -0.12 0.16 0.11 -0.32
H 0.08866 1.61107 -1.25214 0.00 -0.12 0.08 0.37
C -1.16937 0.35629 0.15354 -0.03 -0.13 0.01 -0.37
O 0.05509 -1.55795 -0.19462 0.11 0.00 -0.06 -0.35
C 1.34925 0.56537 0.35171 -0.01 0.08 0.30 -0.25
H 1.66675 0.55634 1.38108 -0.14 -0.11 -0.10 0.29
O 2.13264 -0.20200 -0.68835 0.06 -0.07 -0.11 -0.44
C 0.10122 0.85598 -0.46500 -0.07 0.07 -0.20 -0.26
H -2.03587 0.95435 0.40518 0.15 -0.11 -0.03 0.36
```
Positions in Å, forces in eV/Å.

The calculation puts the LUMO energy at 1.03 eV. The HOMO-LUMO gap comes out at 0.360 Ha. The SMILES is C1=C[C@H]2[C@@H]3O[C@@]23O1. The net charge is 0.

***

# 2
Computed, not measured: the molecule C5H4O2, with the ωB97M-V functional and the def2-TZVPD basis.

Structure (XYZ):
```
11
Properties=species:S:1:pos:R:3:forces:R:3:mulliken_charge:R:1
C 0.06552 1.63771 -0.68649 0.14 0.57 -0.41 0.76
H -1.61386 1.59539 0.50921 0.25 -0.05 -0.03 0.35
H -0.67590 -1.25939 -1.36857 0.10 -0.35 0.07 0.23
C -0.31440 -0.13374 0.93522 -0.74 0.82 0.85 -0.60
C -0.68674 1.07599 0.27446 0.23 -0.16 -0.18 -0.65
H 1.27951 -1.63414 1.11429 0.04 0.16 -0.08 0.37
H -0.77872 -0.32617 1.89971 0.03 -0.02 -0.17 0.38
C 0.66011 -1.02574 0.46620 -0.04 -0.81 -0.64 0.08
C 0.24317 -1.61484 -0.87177 0.20 0.71 0.17 -0.23
O 1.18097 -0.58101 -0.79671 0.24 -0.30 -0.20 -0.34
O 0.64033 2.26595 -1.47556 -0.44 -0.55 0.62 -0.35
```
Positions in Å, forces in eV/Å.

The calculation puts the LUMO energy (spin up / spin down) at -0.05 / -0.21 eV. The HOMO-LUMO gap (spin up / spin down) comes out at 0.305 / 0.254 Ha. The net charge is 0.